C5H20IO5 | ωB97M-V with the def2-TZVPD basis set

energy relative to the best compared isomer or geometry (same formula, charge and spin) = 3.2 kcal/mol
LUMO = 3.315 eV
gap between HOMO and LUMO = 8.6 eV
total charge = -1
HOMO level = -5.33 eV

The geometry in XYZ format:
```
31
Properties=species:S:1:pos:R:3:forces:R:3
I -0.0476 0.9280 -0.2832 -0.1 -0.1 0.1
C 3.0988 3.4192 -0.3107 0.0 -0.3 -0.3
O 3.3671 2.1061 0.1467 -0.1 0.2 0.1
H 3.1915 3.4678 -1.4035 0.0 0.1 0.0
H 2.0879 3.7371 -0.0469 0.0 0.1 0.1
H 3.8325 4.0969 0.1253 0.0 0.0 0.1
H 2.5234 1.6280 0.1182 0.1 -0.1 0.0
C 2.2842 0.6561 -3.8454 -0.6 -0.3 0.1
O 2.5631 -0.0504 -2.6598 0.2 -0.2 0.0
H 1.2577 0.4705 -4.1936 0.0 0.2 0.2
H 2.4296 1.7286 -3.6960 0.1 0.1 -0.3
H 2.9161 0.2563 -4.6388 0.3 0.2 0.1
H 1.9582 0.2438 -1.9618 -0.1 0.0 -0.1
C -1.3205 0.1333 3.8614 -0.6 0.4 0.2
O -1.1173 1.3975 3.2560 0.2 0.0 0.1
H -1.3519 0.3013 4.9412 0.2 0.0 0.0
H -2.3168 -0.2445 3.5970 0.2 -0.3 -0.1
H -0.5453 -0.5943 3.6236 0.0 -0.1 -0.1
H -0.8762 1.2636 2.3285 0.0 0.0 -0.1
C -0.2772 -3.4010 0.3783 0.0 0.1 0.0
O -0.4259 -2.3777 1.3433 0.0 -0.2 -0.1
H -1.1842 -3.5150 -0.2269 0.1 0.0 -0.1
H 0.5709 -3.2137 -0.2865 0.0 0.0 0.0
H -0.0992 -4.3399 0.9031 0.0 0.0 0.1
H -0.4183 -1.5332 0.8676 0.1 0.2 0.1
C -3.8907 -1.3639 -0.2249 -0.3 0.2 0.0
O -3.5082 -0.2293 -0.9791 0.0 -0.2 0.1
H -3.0589 -2.0593 -0.0981 -0.1 -0.1 0.1
H -4.2935 -1.0841 0.7573 0.2 0.0 0.1
H -4.7126 -1.8658 -0.7410 0.2 0.0 -0.2
H -2.6367 0.0383 -0.6511 0.1 0.2 -0.2
```
Positions in Å, forces in eV/Å.

---

C33H47IN2O3OsS2Sb | ωB97M-V with the def2-TZVPD basis set

LUMO (alpha / beta) = -9.649 / -10.561 eV
spin multiplicity = 5
gap between HOMO and LUMO (alpha / beta) = 5.6 / 4.6 eV
total charge = +3
HOMO level (alpha / beta) = -15.20 / -15.19 eV

The geometry in XYZ format:
```
90
Properties=species:S:1:pos:R:3:forces:R:3
Os 0.1753 -0.5494 -0.2462 0.3 0.0 0.4
I 1.5373 -3.0740 -6.7943 0.0 0.0 -0.2
C 2.0100 -2.5889 -4.8466 0.0 0.0 0.0
C 1.0005 -2.5371 -3.8860 0.1 0.1 0.1
C 1.3345 -2.1964 -2.5880 -0.1 0.1 0.0
C 2.6477 -1.9099 -2.2266 -0.2 0.0 0.0
C 3.6519 -2.0017 -3.1836 0.1 0.0 -0.1
C 3.3313 -2.3297 -4.4925 0.0 0.0 0.1
C 3.0171 -1.5176 -0.8572 -0.1 0.2 0.0
O 4.0270 -1.7319 -0.2835 0.1 0.1 0.1
O 2.0467 -0.6911 -0.2119 0.4 -0.4 0.0
H -0.0194 -2.7805 -4.1510 0.0 0.0 0.0
H 0.5344 -2.2534 -1.8385 0.0 -0.1 0.0
H 4.6786 -1.8087 -2.8996 0.0 0.0 0.0
H 4.1131 -2.3884 -5.2376 0.0 0.0 0.0
C 0.0690 -2.2436 4.0118 -0.2 -0.1 0.0
S 1.0683 -1.5006 2.7471 0.1 0.1 -0.1
O 0.0754 -1.6025 1.5055 -0.3 -0.2 0.2
C 2.3105 -2.6948 2.4769 0.0 -0.1 -0.1
C 1.9989 -3.9585 1.9706 0.1 0.1 0.0
C 3.0244 -4.8694 1.8162 0.0 0.0 0.0
C 4.3301 -4.5172 2.1626 0.0 0.0 0.0
C 4.6210 -3.2559 2.6582 0.0 0.0 0.0
C 3.6057 -2.3233 2.8134 0.0 0.0 0.0
H -0.0640 -3.3014 3.7944 0.0 0.0 0.0
H -0.8827 -1.7152 4.0379 0.0 0.0 0.1
H 0.6022 -2.1067 4.9533 0.0 0.0 0.0
H 0.9833 -4.2166 1.6968 0.0 0.0 0.0
H 2.8121 -5.8604 1.4385 0.0 0.0 0.0
H 5.1263 -5.2396 2.0396 0.0 0.0 0.0
H 5.6384 -2.9909 2.9113 0.0 0.0 0.0
H 3.8184 -1.3333 3.1997 0.0 0.0 0.0
N -3.0788 -2.5739 0.4171 0.0 0.0 0.1
C -3.2653 -1.3718 -0.0919 0.4 0.0 0.3
S -1.9797 -0.5761 -1.0293 -0.6 0.1 -0.4
N -4.4065 -0.7337 -0.0164 -0.2 -0.2 -0.1
C -5.6990 -1.2679 0.3811 0.2 0.1 0.0
C -6.0827 -2.5608 0.0513 0.0 0.0 -0.1
C -7.3685 -2.9751 0.3718 0.1 0.0 0.0
C -8.2465 -2.1100 1.0069 0.0 0.0 0.0
C -7.8441 -0.8219 1.3309 0.0 0.0 0.0
C -6.5650 -0.3926 1.0140 0.0 0.0 0.2
H -2.1986 -3.0489 0.3131 0.0 0.0 0.0
H -3.8244 -3.0432 0.9155 0.0 0.0 0.0
H -4.4101 0.2267 -0.3322 0.0 0.0 -0.1
H -5.4339 -3.2290 -0.5001 0.0 0.0 -0.1
H -7.6883 -3.9718 0.1002 0.0 0.0 0.0
H -9.2518 -2.4355 1.2370 0.0 0.0 0.0
H -8.5274 -0.1461 1.8267 0.0 0.0 0.0
H -6.2458 0.6125 1.2652 0.0 0.0 0.0
C 2.8905 4.0984 0.2217 0.2 0.0 0.0
C 2.7880 2.5825 0.1042 -0.5 -0.3 0.0
C 3.5409 2.0578 -1.1104 0.1 0.1 0.1
C 3.2113 1.8858 1.3906 0.1 0.1 0.0
Sb 0.6091 2.1228 -0.2338 0.0 0.7 -0.3
C 0.0194 2.7735 -2.2952 0.1 -0.2 0.4
C 0.7132 4.1034 -2.5614 -0.1 0.0 -0.1
C -1.4916 2.9311 -2.3647 0.0 0.0 -0.1
C 0.5125 1.6653 -3.2207 0.0 0.1 -0.1
C -0.6931 2.8646 1.3996 0.1 -0.3 -0.3
C -0.4191 1.9822 2.6133 0.0 0.1 0.1
C -2.1492 2.7301 0.9699 0.0 0.1 0.2
C -0.3154 4.3214 1.6479 -0.1 0.0 0.1
H 3.9561 4.3364 0.3097 0.0 0.0 0.0
H 2.4019 4.4886 1.1094 0.0 0.0 0.0
H 2.5179 4.6291 -0.6504 0.0 0.0 0.0
H 4.6072 2.2388 -0.9384 0.0 0.0 0.0
H 3.2729 2.5804 -2.0270 0.0 0.0 0.0
H 3.4169 0.9880 -1.2574 0.0 0.0 0.0
H 4.2799 2.0777 1.5345 0.0 0.0 0.0
H 3.0797 0.8055 1.3444 0.0 0.0 0.0
H 2.6938 2.2859 2.2631 0.0 0.0 0.0
H 0.4341 4.8755 -1.8425 0.0 0.0 0.0
H 0.3865 4.4513 -3.5469 0.0 0.0 0.0
H 1.7970 4.0191 -2.5943 0.0 0.0 0.0
H -1.8339 3.8101 -1.8211 0.0 0.0 0.0
H -2.0324 2.0539 -2.0115 0.0 0.0 0.0
H -1.7601 3.0762 -3.4162 0.0 0.0 0.0
H 1.5885 1.5001 -3.1538 0.0 0.0 0.0
H 0.2876 1.9538 -4.2527 0.0 0.0 0.0
H 0.0043 0.7145 -3.0374 0.0 0.0 0.0
H -0.7326 0.9494 2.4350 0.0 0.0 0.0
H -1.0056 2.3643 3.4550 0.0 0.0 0.0
H 0.6276 1.9910 2.9183 0.0 0.0 0.0
H -2.3911 1.7159 0.6463 0.0 0.0 0.0
H -2.4198 3.4308 0.1848 0.0 0.0 0.0
H -2.7740 2.9554 1.8406 0.0 0.0 0.0
H 0.6448 4.4148 2.1498 0.0 0.0 0.0
H -1.0717 4.7570 2.3081 0.0 0.0 0.0
H -0.2984 4.9250 0.7380 0.0 0.0 0.0
```
Positions in Å, forces in eV/Å.

---

C8H15N4O2 | ωB97M-V with the def2-TZVPD basis set

energy relative to the best compared isomer or geometry (same formula, charge and spin) = 48.5 kcal/mol
LUMO = -2.908 eV
gap between HOMO and LUMO = 10.1 eV
SMILES string = C[C@](C[NH3+])(C1CC1)n1c(=O)[nH][nH]c1=O
total charge = +1
HOMO level = -13.04 eV

The geometry in XYZ format:
```
29
Properties=species:S:1:pos:R:3:forces:R:3
C 0.2074 -0.0158 1.7058 0.2 1.2 -0.5
C 0.2958 -0.3062 0.1356 -2.6 0.0 2.5
C 0.2789 -1.8809 -0.0502 -2.0 3.5 1.7
N -0.9597 -2.5274 0.5401 0.7 1.7 -0.2
C 1.3641 0.4175 -0.5736 0.2 -1.2 -2.4
C 2.3707 1.3025 -0.0148 1.7 0.9 -1.3
C 2.7519 -0.0671 -0.4409 0.2 0.2 0.5
N -0.9126 0.4120 -0.3891 -0.5 1.3 0.3
C -2.1437 0.0120 -0.8313 0.2 0.2 -0.3
O -2.5661 -1.1394 -0.9074 -0.3 -0.5 -0.3
N -2.8269 1.1365 -1.1957 3.1 -0.2 2.8
N -2.0365 2.2391 -0.8496 -0.9 0.1 -0.9
C -0.8774 1.8808 -0.3097 3.0 -0.5 0.7
O 0.0795 2.5474 0.1092 -3.3 -0.9 -0.7
H 0.6375 0.9960 1.8757 -0.4 -0.7 -0.1
H -0.8525 0.0893 1.9823 0.3 -0.2 0.1
H 0.7125 -0.6627 2.4235 0.1 -0.4 -0.4
H 1.0706 -2.1514 0.5438 2.0 -1.0 1.1
H 0.4113 -2.1117 -1.0269 0.2 -1.1 -3.0
H -1.7939 -2.1587 -0.0909 0.5 -0.1 0.6
H -1.0248 -2.0628 1.5197 -0.2 -2.0 -1.7
H -0.7707 -3.5325 0.3955 -0.7 0.4 1.2
H 1.0384 0.5925 -1.6458 0.7 -0.1 1.3
H 2.4625 1.3495 1.0126 -0.3 0.4 2.0
H 2.8054 2.1991 -0.4786 -0.8 -0.5 -0.2
H 3.2571 -0.3029 -1.3065 1.2 -0.1 -1.7
H 3.0512 -0.6337 0.3915 0.0 -1.1 0.9
H -3.5804 1.2428 -1.7699 -2.3 0.1 -1.8
H -2.4498 3.1363 -0.7542 -0.3 0.7 0.1
```
Positions in Å, forces in eV/Å.

---

C37H59N5O2SSi3TeTi | ωB97M-V with the def2-TZVPD basis set

energy relative to the best compared isomer or geometry (same formula, charge and spin) = 66.8 kcal/mol
LUMO (alpha / beta) = 2.183 / 2.183 eV
spin multiplicity = 2
gap between HOMO and LUMO (alpha / beta) = 5.7 / 5.7 eV
total charge = -1
HOMO level (alpha / beta) = -3.54 / -3.55 eV

The geometry in XYZ format:
```
109
Properties=species:S:1:pos:R:3:forces:R:3
Ti 0.4765 -0.0367 -0.0040 0.6 -0.5 0.4
N -2.2623 -3.2321 1.2740 0.0 0.0 0.1
C -1.2075 -2.5006 0.7504 0.0 0.0 0.0
S -1.5976 -1.3403 -0.5103 -0.1 0.2 0.2
N -0.0253 -2.6921 1.2378 -0.1 0.0 -0.1
N 0.8753 -1.8182 0.6544 0.0 0.0 -0.1
C 2.0389 -2.3574 0.1560 -0.2 0.0 -0.3
C 2.4729 -1.7506 -0.9916 0.0 -0.1 -0.3
C 3.5898 -2.1525 -1.8061 0.0 0.0 0.1
C 3.7339 -1.6721 -3.0616 0.0 0.0 0.1
C 2.7931 -0.7170 -3.5699 -0.1 0.0 0.1
C 1.8205 -0.2639 -2.7380 0.1 0.1 -0.1
N 1.6499 -0.7062 -1.4624 0.2 0.1 0.2
H -3.0749 -3.2850 0.6834 0.0 0.0 0.0
H -1.9797 -4.1029 1.6975 0.0 0.0 0.0
H 2.4095 -3.3052 0.5239 0.1 0.1 0.1
H 4.2821 -2.8736 -1.3891 0.0 0.0 0.0
H 4.5599 -1.9941 -3.6838 0.0 0.0 0.0
H 2.8713 -0.3295 -4.5752 0.0 0.0 0.0
H 1.1257 0.5099 -3.0485 0.0 0.0 0.0
C 0.1932 -0.2495 3.2973 0.0 -0.1 0.0
O -0.5103 0.2610 2.1686 0.0 0.0 0.0
Si -2.0472 0.9809 2.3648 0.1 0.0 -0.1
C -1.9312 2.4455 3.5517 0.0 -0.1 0.1
C -3.0287 -0.3113 3.3067 0.0 0.1 0.0
C -2.6304 1.5783 0.7337 0.0 0.0 0.1
Si -1.7020 3.0329 -0.1841 -0.2 0.1 0.1
C -0.7701 4.6325 0.3569 0.0 0.0 0.0
C -1.5313 2.7244 -2.0444 0.1 0.0 -0.1
C -3.3827 4.1228 -0.2167 0.0 0.0 -0.1
Si -4.3379 1.0636 0.1621 0.1 0.0 0.0
C -5.6388 2.0388 1.1414 0.0 0.0 0.0
C -4.6047 1.2281 -1.6968 0.0 0.0 0.0
C -4.8735 -0.7264 0.4795 0.0 0.1 0.0
H 0.0695 0.4117 4.1599 0.0 0.0 0.0
H 1.2501 -0.3011 3.0368 0.0 0.0 0.0
H -0.1587 -1.2532 3.5443 0.0 0.0 0.0
H -1.2356 2.2790 4.3786 0.0 0.0 0.0
H -2.9252 2.5873 3.9880 0.0 0.0 0.0
H -1.6675 3.3784 3.0565 0.0 0.0 0.0
H -2.6124 -0.3716 4.3178 0.0 0.0 0.0
H -2.9745 -1.2998 2.8509 0.0 0.0 0.0
H -4.0780 -0.0222 3.4031 0.0 0.0 0.0
H 0.3090 4.6021 0.2139 0.0 0.0 0.0
H -0.9679 4.8988 1.3997 0.0 0.0 0.0
H -1.1727 5.4509 -0.2444 0.0 0.0 0.0
H -0.5143 2.9658 -2.3671 0.0 0.0 0.0
H -2.2382 3.3087 -2.6363 0.0 0.0 0.0
H -1.6954 1.6669 -2.2726 0.0 0.0 0.0
H -3.6296 4.5022 0.7830 0.0 0.0 0.0
H -4.2858 3.6530 -0.6094 0.0 0.0 0.0
H -3.1900 4.9996 -0.8466 0.0 0.0 0.0
H -5.4558 3.1102 1.1873 0.0 0.0 0.0
H -5.6764 1.6535 2.1649 0.0 0.0 0.0
H -6.6260 1.8732 0.6984 0.0 0.0 0.0
H -4.3451 2.1961 -2.1186 0.0 0.0 0.0
H -5.6563 1.0203 -1.9193 0.0 0.0 0.0
H -4.0046 0.4680 -2.2039 0.0 0.0 0.0
H -4.5991 -1.1264 1.4532 0.0 0.0 0.0
H -4.4693 -1.3869 -0.2857 0.0 0.0 0.0
H -5.9675 -0.7376 0.4074 0.0 0.0 0.0
C 1.2222 3.0302 2.0290 0.4 0.0 0.0
C 1.0166 2.0384 0.9158 -0.5 0.4 -0.3
O 1.9071 1.0591 0.8552 -0.2 -0.3 0.2
N 0.0216 1.9852 0.0869 -0.1 0.0 0.0
Te 2.8589 3.5391 -1.5770 -0.2 -0.1 0.0
C 3.8507 4.7005 -3.0714 0.0 0.1 0.0
C 3.7071 6.0983 -3.1069 0.0 -0.1 -0.1
C 2.7617 6.8845 -2.2369 0.0 0.0 0.1
C 4.4326 6.8335 -4.0448 -0.1 0.0 0.0
C 5.2564 6.2290 -4.9769 0.0 0.1 0.0
C 6.0201 7.0404 -5.9877 0.0 0.0 0.0
C 5.3168 4.8451 -4.9839 0.0 -0.1 0.0
C 4.6234 4.0680 -4.0626 0.0 0.1 0.1
C 4.7409 2.5765 -4.2175 0.1 -0.1 0.0
C 4.4078 3.3965 -0.1183 0.0 0.0 0.1
C 4.6392 4.4289 0.7965 0.1 0.0 0.0
C 3.8467 5.7052 0.8783 0.0 0.1 0.0
C 5.6589 4.2844 1.7410 0.0 0.0 0.0
C 6.4174 3.1340 1.8304 0.0 0.0 0.0
C 7.4994 2.9865 2.8647 0.0 0.0 0.0
C 6.1191 2.0897 0.9638 0.0 0.0 0.0
C 5.1191 2.1869 0.0062 0.0 0.0 0.0
C 4.7763 0.9538 -0.7753 0.0 -0.1 -0.1
H 0.2825 3.4031 2.4125 0.0 0.0 0.0
H 1.7980 3.8838 1.6623 0.0 0.0 0.0
H 1.8006 2.5512 2.8195 0.0 0.0 0.0
H 1.9660 6.2677 -1.8259 0.0 0.0 0.0
H 2.3084 7.6830 -2.8264 0.0 0.0 0.0
H 3.2823 7.3523 -1.4003 0.0 0.0 0.0
H 4.3221 7.9136 -4.0545 0.0 0.0 0.0
H 5.9567 8.1055 -5.7653 0.0 0.0 0.0
H 5.6287 6.8849 -6.9953 0.0 0.0 0.0
H 7.0749 6.7605 -6.0024 0.0 0.0 0.0
H 5.9161 4.3424 -5.7376 0.0 0.0 0.0
H 4.7682 2.3194 -5.2778 0.0 0.0 0.0
H 3.9246 2.0333 -3.7481 -0.1 0.0 0.0
H 5.6678 2.2058 -3.7718 0.0 0.0 0.0
H 2.9674 5.6962 0.2436 0.0 0.0 0.0
H 4.4649 6.5622 0.5989 0.0 0.0 0.0
H 3.5173 5.8670 1.9072 0.0 0.0 0.0
H 5.8406 5.1000 2.4347 0.0 0.0 0.0
H 7.6672 3.9233 3.3963 0.0 0.0 0.0
H 8.4429 2.6817 2.4082 0.0 0.0 0.0
H 7.2340 2.2248 3.6008 0.0 0.0 0.0
H 6.6656 1.1559 1.0497 0.0 0.0 0.0
H 5.5401 0.1879 -0.6379 0.0 0.0 0.0
H 4.6561 1.1425 -1.8388 0.1 0.0 -0.1
H 3.8237 0.5491 -0.4272 0.0 0.0 0.0
```
Positions in Å, forces in eV/Å.

---

C4H7NOS | ωB97M-V with the def2-TZVPD basis set

energy relative to the best compared isomer or geometry (same formula, charge and spin) = 106.9 kcal/mol
LUMO = -0.815 eV
gap between HOMO and LUMO = 7.1 eV
HOMO level = -7.96 eV

The geometry in XYZ format:
```
14
Properties=species:S:1:pos:R:3:forces:R:3
C 1.7652 0.8087 -0.6660 -0.2 -0.3 -1.4
C 0.8573 -0.1473 1.4611 1.1 -1.0 -0.9
C -0.2351 -0.7435 0.7068 -0.5 3.9 1.2
C -2.0503 -0.1831 -0.6809 2.9 2.5 -2.0
N 1.9225 0.1189 0.3894 -0.8 -0.3 2.0
O -1.2978 -0.0300 0.4841 0.6 -0.5 2.0
S 0.7331 1.0667 -1.9804 -0.6 -0.2 0.7
H 2.7068 1.2337 -0.8869 1.4 0.6 -0.5
H 0.6349 0.8122 1.8644 -0.5 0.5 0.6
H 1.4096 -0.7908 2.1719 -0.8 0.2 -0.3
H -0.1156 -1.6298 0.2369 0.3 -2.9 -1.6
H -2.1084 -1.1438 -1.0226 -0.2 -2.8 -0.5
H -1.2325 0.3251 -1.3804 -1.8 -0.4 0.1
H -2.9897 0.3031 -0.6974 -0.7 0.6 0.7
```
Positions in Å, forces in eV/Å.

---

Electronic energy per entry: -23849.101; -82855.236; -18586.505; -115754.251; -18629.913 eV